1.
{
  "formula": "C4H5Cl3O",
  "method": "ωB97M-V with the def2-TZVPD basis set",
  "energy_ha": -1611.22381,
  "multiplicity": 1,
  "e_above_lowest_kcal_mol": 4.9,
  "symbols": ["C", "C", "C", "C", "H", "H", "H", "H", "H", "O", "Cl", "Cl", "Cl"],
  "xyz": [[-1.965783, -0.137307, 0.173374], [-0.498197, -0.509363, 0.030776], [0.593069, 0.614543, -0.050843], [0.732867, 1.481301, 1.209651], [-2.132320, 0.460297, 1.079898], [-2.500622, -1.069178, 0.198060], [-2.275847, 0.429574, -0.695611], [1.536687, 0.143249, -0.346100], [-0.152662, 2.096797, 1.458795], [1.765806, 1.479695, 1.824906], [-0.051273, -1.525887, 1.459993], [-0.322997, -1.555937, -1.478478], [0.269951, 1.752804, -1.421047]],
  "forces_ev_per_a": [[0.79, 0.53, -0.06], [0.54, -0.23, -0.28], [-0.51, -0.40, -0.70], [0.65, -0.67, -0.27], [0.02, -0.29, -0.19], [-0.44, -0.22, 0.20], [-0.08, 0.14, -0.16], [-0.18, 0.11, 0.59], [0.18, 0.00, 0.10], [-0.71, 0.30, -0.10], [0.05, 0.28, -0.35], [-0.06, 0.61, 0.81], [-0.24, -0.16, 0.40]],
  "mulliken_charge": [-1.26, 0.51, -0.09, -0.11, 0.33, 0.39, 0.36, 0.42, 0.31, -0.43, -0.14, -0.15, -0.15]
}

***

2.
{
  "formula": "C4H5Cl3O2S",
  "method": "ωB97M-V with the def2-TZVPD basis set",
  "energy_ha": -2084.53002,
  "multiplicity": 1,
  "e_above_lowest_kcal_mol": 51.0,
  "symbols": ["C", "C", "C", "C", "O", "O", "S", "Cl", "Cl", "Cl", "H", "H", "H", "H", "H"],
  "xyz": [[-1.063478, -1.442613, 0.544765], [-0.622744, -2.370991, -0.312744], [-0.234333, 1.655712, -0.805690], [0.982738, 1.034453, -0.280173], [1.751638, -0.606360, 1.778980], [-0.182764, 0.825481, 2.277973], [0.586353, 0.115916, 1.342865], [-2.545013, -0.847277, 0.944951], [-1.492166, -3.406551, -1.347543], [1.088605, -2.555244, -0.531953], [-0.612570, 2.528088, -0.110308], [-0.040537, 2.140562, -1.751755], [-0.997879, 0.817082, -1.101409], [1.690237, 1.729552, 0.170818], [1.691913, 0.382190, -0.818778]],
  "forces_ev_per_a": [[3.39, 1.13, -0.34], [0.24, 1.07, 0.75], [-2.46, 0.33, -0.48], [1.68, -0.66, 2.70], [-0.16, 0.51, -0.30], [-1.12, 1.71, 0.88], [-0.21, -3.91, -2.64], [-1.06, -0.10, 0.11], [-0.72, -0.14, 0.07], [0.07, -0.10, -0.04], [0.34, -2.20, -1.19], [0.29, 0.18, -0.34], [0.96, 1.79, 1.00], [-0.07, 0.60, 0.03], [-1.17, -0.20, -0.22]],
  "mulliken_charge": [-0.38, 0.62, -0.93, -0.44, -0.51, -0.52, 0.91, -0.08, -0.16, -0.16, 0.25, 0.38, 0.24, 0.38, 0.39]
}

***

3.
{
  "formula": "C4H5ClFNO",
  "method": "ωB97M-V with the def2-TZVPD basis set",
  "energy_ha": -845.46674,
  "multiplicity": 1,
  "e_above_lowest_kcal_mol": 0.0,
  "symbols": ["C", "C", "C", "C", "H", "H", "H", "H", "H", "N", "O", "F", "Cl"],
  "xyz": [[2.052828, 0.102291, -0.015670], [1.167182, -0.832087, 0.750623], [-0.155715, -0.959797, 0.662085], [-1.050707, -0.379161, -0.348606], [0.701755, 1.724902, 0.040251], [2.195003, 1.891183, -0.911225], [1.709030, -1.503457, 1.454099], [-0.633678, -1.551929, 1.422422], [-0.471380, 0.096076, -1.208295], [1.591919, 1.362855, -0.326544], [3.169859, -0.282745, -0.290711], [-1.930320, -1.318835, -0.866276], [-2.041863, 0.961602, 0.312949]],
  "forces_ev_per_a": [[0.01, -0.12, 0.11], [-0.14, -0.04, 0.43], [0.37, -0.30, 0.54], [0.28, 1.11, -1.97], [0.94, -0.24, -0.45], [0.24, 0.66, -0.26], [-0.39, 0.87, -0.49], [-0.31, -0.50, -0.07], [-0.86, -0.85, 1.03], [-1.01, -1.20, 0.83], [0.14, 0.28, -0.34], [0.69, 0.40, 0.48], [0.04, -0.07, 0.14]],
  "mulliken_charge": [0.42, -0.18, -0.26, 0.02, 0.21, 0.21, 0.32, 0.33, 0.32, -0.37, -0.58, -0.26, -0.17]
}

***

4.
{
  "formula": "C4H5ClFNO",
  "method": "ωB97M-V with the def2-TZVPD basis set",
  "energy_ha": -845.44655,
  "multiplicity": 1,
  "e_above_lowest_kcal_mol": 12.7,
  "symbols": ["C", "C", "C", "C", "H", "H", "H", "H", "H", "N", "O", "F", "Cl"],
  "xyz": [[-0.588660, 0.456425, -1.405199], [-1.272321, -0.161741, -0.190278], [-0.680208, -0.238560, 1.035316], [0.736459, 0.052275, 1.374085], [0.912283, -0.818471, -1.233236], [1.076336, 0.243159, -2.484650], [-2.311550, -0.381852, -0.301021], [-1.224974, -0.509063, 1.954692], [1.232040, 0.742913, 0.722734], [0.758297, 0.243992, -1.504149], [-1.098772, 1.325102, -2.096015], [0.948642, 0.640703, 2.624100], [1.512426, -1.594883, 1.503620]],
  "forces_ev_per_a": [[-0.74, 2.17, 0.34], [1.48, 0.55, 1.11], [-1.15, 0.39, -0.47], [0.64, -0.09, 1.04], [0.08, 2.75, -0.21], [-0.23, 0.82, 0.55], [-0.46, -0.08, -0.01], [-0.09, -0.10, -0.74], [0.50, -0.38, -0.76], [1.40, -5.05, -0.43], [-0.58, -1.18, 0.46], [-0.97, -0.49, -0.51], [0.13, 0.67, -0.36]],
  "mulliken_charge": [0.52, -0.40, -0.32, 0.08, 0.25, 0.30, 0.41, 0.33, 0.42, -0.55, -0.57, -0.29, -0.17]
}

***

5.
{
  "formula": "C4H5ClN2",
  "method": "ωB97M-V with the def2-TZVPD basis set",
  "energy_ha": -725.01962,
  "multiplicity": 1,
  "e_above_lowest_kcal_mol": 72.8,
  "symbols": ["C", "C", "C", "C", "H", "H", "H", "H", "H", "N", "N", "Cl"],
  "xyz": [[1.187008, -0.072480, -0.470382], [0.232201, -0.742514, 0.382044], [-1.093408, 1.107879, -0.114792], [0.264981, 0.744487, 0.259249], [1.002311, -0.183101, -1.561241], [0.693489, -1.222880, 1.308140], [-1.286459, -2.066346, -0.459894], [-1.509213, 2.090461, -0.065439], [0.521209, 1.372524, 1.141447], [-1.050468, -1.077869, -0.024042], [-1.854790, 0.038425, -0.298963], [2.893140, 0.011413, -0.096125]],
  "forces_ev_per_a": [[1.10, -0.09, -4.10], [1.36, -1.50, 3.38], [-1.76, -3.04, -1.08], [-0.59, 2.92, 3.49], [0.37, 0.20, 0.79], [-0.92, 0.40, -1.20], [0.38, 3.31, 1.19], [-0.26, 0.29, -0.18], [0.83, -0.65, -0.80], [-2.01, -2.76, -1.60], [1.60, 1.05, -0.07], [-0.08, -0.15, 0.18]],
  "mulliken_charge": [0.02, -0.23, -0.34, -0.29, 0.32, 0.28, 0.28, 0.43, 0.32, -0.09, -0.52, -0.20]
}

***

6.
{
  "formula": "C4H5ClN2",
  "method": "ωB97M-V with the def2-TZVPD basis set",
  "energy_ha": -724.95181,
  "multiplicity": 1,
  "e_above_lowest_kcal_mol": 115.3,
  "symbols": ["C", "C", "C", "C", "N", "N", "Cl", "H", "H", "H", "H", "H"],
  "xyz": [[0.388206, 1.680635, 1.290214], [-1.071050, 0.359263, 0.046133], [1.352571, 0.800577, 1.057373], [-0.278898, -1.427535, -1.332510], [-0.896395, 1.452938, 0.754093], [-0.125280, -0.416355, -0.295838], [2.892551, 0.148180, 1.212255], [0.631975, 2.462530, 1.955220], [-2.093170, 0.173259, -0.190582], [-1.056764, -2.022175, -0.992982], [-0.320269, -1.133081, -2.295444], [0.576522, -2.078237, -1.207933]],
  "forces_ev_per_a": [[-1.15, -2.92, -2.02], [0.41, 1.51, 0.75], [-0.19, -1.54, -1.51], [2.26, -0.72, 4.18], [0.44, 1.80, 1.95], [2.63, 0.56, 0.31], [-1.33, 0.54, -0.16], [-0.23, 1.09, 0.56], [-0.81, -0.24, -0.61], [-2.02, -1.27, -0.06], [-0.41, 1.43, -3.07], [0.40, -0.24, -0.32]],
  "mulliken_charge": [-0.08, 0.13, 0.24, -1.01, -0.65, -0.36, -0.09, 0.37, 0.39, 0.40, 0.35, 0.30]
}